# C45H44ClFN9O8PbS2

A molecular structure, C45H44ClFN9O8PbS2 (the ωB97M-V functional and the def2-TZVPD basis, the Open Molecules 2025 dataset).

Last column: Mulliken charge in e.
Element x y z (Å)
Pb (-0.508, 1.083, -1.252)  3.49
N (4.049, 0.531, -1.135)  -0.44
C (2.804, 1.086, -1.010)  0.67
S (1.761, 0.877, -2.381)  -0.48
N (2.545, 1.692, 0.104)  -1.77
N (1.281, 2.183, 0.209)  1.15
C (1.086, 3.094, 1.069)  -1.11
C (-0.259, 3.642, 1.246)  0.84
C (-0.491, 4.741, 2.062)  -1.07
C (-1.774, 5.260, 2.117)  -0.51
C (-2.770, 4.668, 1.358)  -1.11
C (-2.441, 3.564, 0.580)  -0.59
N (-1.220, 3.058, 0.538)  0.70
H (4.365, 0.330, -2.069)  0.25
H (4.741, 0.907, -0.503)  0.27
H (1.916, 3.481, 1.655)  0.39
H (0.322, 5.184, 2.620)  0.51
H (-1.992, 6.121, 2.736)  0.42
H (-3.783, 5.046, 1.364)  0.53
H (-3.178, 3.069, -0.042)  0.72
C (-4.013, 8.714, -4.415)  -1.51
C (-3.113, 7.585, -4.001)  0.98
C (-3.226, 7.009, -2.736)  -0.96
C (-2.378, 5.989, -2.341)  -0.19
C (-1.409, 5.532, -3.220)  -0.75
C (-1.276, 6.086, -4.483)  -0.24
C (-2.129, 7.110, -4.865)  -0.67
S (-0.325, 4.226, -2.713)  1.61
O (0.263, 4.607, -1.457)  -0.69
O (0.529, 3.928, -3.829)  -0.73
N (-1.330, 2.969, -2.370)  0.39
C (-1.801, 2.268, -3.490)  -0.10
C (-2.511, 2.765, -4.579)  -0.81
C (-2.865, 1.871, -5.574)  -0.41
C (-2.539, 0.524, -5.471)  -1.09
C (-1.880, 0.096, -4.336)  -0.38
N (-1.536, 0.964, -3.392)  0.04
H (-4.932, 8.722, -3.831)  0.37
H (-4.277, 8.641, -5.470)  0.38
H (-3.515, 9.673, -4.266)  0.30
H (-3.988, 7.367, -2.055)  0.38
H (-2.465, 5.546, -1.357)  0.32
H (-0.515, 5.707, -5.152)  0.54
H (-2.030, 7.546, -5.852)  0.40
H (-2.773, 3.810, -4.641)  0.53
H (-3.409, 2.228, -6.439)  0.47
H (-2.806, -0.182, -6.244)  0.48
H (-1.620, -0.937, -4.139)  0.51
F (3.060, -0.616, 4.661)  -0.36
C (2.847, -1.463, 3.626)  0.05
C (2.062, -1.053, 2.586)  -0.32
C (1.876, -1.888, 1.486)  0.39
C (1.004, -1.424, 0.393)  0.99
O (0.491, -0.305, 0.500)  -1.01
C (0.840, -2.350, -0.689)  0.01
C (1.501, -3.534, -0.653)  -0.64
N (2.335, -3.940, 0.338)  0.53
C (2.953, -5.240, 0.263)  -0.39
C (3.557, -5.667, -1.038)  -0.94
C (4.448, -5.319, 0.117)  -0.43
C (2.509, -3.136, 1.449)  -0.40
C (3.270, -3.553, 2.547)  -0.36
C (3.449, -2.727, 3.644)  -1.24
N (4.211, -3.213, 4.740)  0.30
C (4.067, -2.642, 6.070)  -0.71
C (4.744, -3.601, 7.064)  -0.71
N (4.774, -4.964, 6.436)  -0.15
C (5.745, -4.994, 5.281)  -0.75
C (5.563, -3.681, 4.503)  -0.73
C (-0.073, -2.124, -1.883)  -0.19
O (-0.054, -2.959, -2.776)  -0.79
O (-0.819, -1.093, -1.837)  -0.24
H (1.586, -0.081, 2.590)  0.56
H (1.360, -4.221, -1.476)  0.89
H (2.460, -6.000, 0.859)  0.45
H (3.519, -4.966, -1.859)  0.32
H (3.444, -6.704, -1.315)  0.26
H (4.978, -4.378, 0.058)  0.22
H (4.965, -6.118, 0.631)  0.30
H (3.702, -4.544, 2.557)  0.86
H (3.006, -2.546, 6.299)  0.51
H (4.523, -1.655, 6.184)  0.40
H (4.213, -3.663, 8.011)  0.38
H (5.782, -3.337, 7.260)  0.36
H (3.843, -5.151, 6.056)  0.38
H (4.995, -5.688, 7.118)  0.33
H (5.497, -5.871, 4.687)  0.42
H (6.745, -5.108, 5.698)  0.38
H (5.724, -3.856, 3.442)  0.55
H (6.306, -2.941, 4.824)  0.30
C (-5.816, -1.944, -2.034)  -1.41
C (-4.772, -2.611, -1.189)  0.81
C (-4.350, -3.905, -1.438)  -0.77
C (-3.368, -4.491, -0.650)  0.21
Cl (-2.856, -6.118, -0.991)  -0.28
C (-2.794, -3.798, 0.393)  -0.75
C (-3.205, -2.497, 0.659)  -0.73
C (-4.189, -1.912, -0.124)  0.96
O (-4.643, -0.637, 0.051)  -0.45
C (-4.101, 0.093, 1.118)  -1.20
C (-2.611, 0.421, 0.934)  0.81
O (-1.865, 0.448, 1.889)  -0.64
O (-2.338, 0.648, -0.304)  -0.26
H (-6.169, -2.619, -2.812)  0.42
H (-5.415, -1.046, -2.506)  0.23
H (-6.669, -1.632, -1.430)  0.32
H (-4.784, -4.465, -2.255)  0.38
H (-2.026, -4.262, 0.997)  0.46
H (-2.737, -1.960, 1.471)  0.40
H (-4.225, -0.418, 2.076)  0.36
H (-4.654, 1.034, 1.146)  0.37

Values from the calculation:
charge	+1
2S+1	1
HOMO energy	-9.211	eV
energy	-4384.9883	a.u.